146
Properties=species:S:1:pos:R:3:lowdin_spin:R:1 method="wB97M-V/def2-TZVPD" s_squared=6.102 homo_ev="-4.10 / -7.00" spin_multiplicity=5 molar_mass_g_mol=1310.58 orbital_gap_ev="4.195 / 5.801" lumo_energy_ev="0.1 / -1.2"
Ir -0.18649 -0.66959 0.03731 0.91
O 2.53693 0.59947 1.09713 0.02
S 2.09026 -0.51603 0.22739 0.04
C 2.63039 -1.93234 1.19691 0.01
C 3.52741 -2.85453 0.71876 0.00
C 4.18738 -3.77393 1.55830 0.00
C 3.96711 -3.69184 2.90384 0.00
C 4.60353 -4.40948 4.06881 0.00
C 3.91357 -3.81812 5.32692 0.00
C 2.92438 -2.81388 4.78996 0.00
C 2.03173 -1.98593 5.41352 0.00
C 1.18793 -1.19474 4.61724 0.00
C 1.24441 -1.15089 3.23338 0.00
P -0.09444 -0.25061 2.37147 0.02
C 0.05566 1.47983 2.90843 0.00
C -1.06609 2.29874 2.77619 0.00
C -1.00309 3.62793 3.15621 0.00
C 0.18247 4.15277 3.65543 0.00
C 1.30253 3.34460 3.77474 0.00
C 1.24305 2.00939 3.40030 0.00
C -1.58029 -0.76199 3.31704 0.00
C -1.94888 -0.17657 4.52796 0.00
C -3.02381 -0.67197 5.24927 0.00
C -3.74646 -1.75647 4.77245 0.00
C -3.40780 -2.32295 3.55314 0.00
C -2.33991 -1.81924 2.82614 0.00
C 2.25060 -1.92088 2.57026 0.00
C 3.00711 -2.78232 3.38825 0.00
C 3.16649 -0.51602 -1.16726 0.09
C 4.52835 -0.42643 -0.79008 0.17
C 5.54798 -0.36564 -1.71841 0.02
C 5.20358 -0.35018 -3.06152 0.19
C 6.07285 -0.27760 -4.29263 0.02
C 5.07461 -0.21039 -5.47949 0.02
C 3.70938 -0.24787 -4.83800 0.14
C 2.44483 -0.14841 -5.39129 0.02
C 1.35348 -0.22870 -4.54779 0.13
C 1.45360 -0.43344 -3.14687 0.06
P -0.13640 -0.66655 -2.33175 0.03
C -0.92768 -2.18523 -3.03295 0.00
C -0.68107 -2.65250 -4.32301 0.00
C -1.33406 -3.77673 -4.80578 0.00
C -2.24654 -4.45751 -4.01304 0.00
C -2.49780 -4.00344 -2.72802 0.00
C -1.84457 -2.87966 -2.24227 0.00
C -1.16318 0.63679 -3.10161 0.01
C -2.52696 0.43063 -3.29781 0.00
C -3.32267 1.44866 -3.80349 0.00
C -2.76707 2.68240 -4.10541 0.00
C -1.40952 2.89503 -3.90795 0.00
C -0.61219 1.87945 -3.40805 0.00
C 2.74944 -0.44945 -2.53456 0.01
C 3.84519 -0.35832 -3.44350 0.00
H 3.76763 -2.84941 -0.33597 0.00
H 4.88505 -4.48195 1.12935 0.00
H 5.68062 -4.23697 4.08301 0.00
H 4.44988 -5.48745 3.99634 0.00
H 4.63327 -3.33851 5.99188 0.00
H 3.40199 -4.58865 5.90609 0.00
H 1.94477 -1.94795 6.49237 0.00
H 0.44138 -0.59687 5.12011 0.00
H -1.98536 1.87977 2.37950 0.00
H -1.87315 4.26460 3.05394 0.00
H 0.22463 5.19407 3.95303 0.00
H 2.22810 3.75507 4.15964 0.00
H 2.11756 1.37948 3.48528 0.00
H -1.41091 0.68429 4.90615 0.00
H -3.29077 -0.21415 6.19350 0.00
H -4.57520 -2.14841 5.34834 0.00
H -3.97780 -3.15752 3.16291 0.00
H -2.09356 -2.22799 1.85948 0.00
H 4.76348 -0.39513 0.26563 0.01
H 6.57809 -0.32201 -1.38568 0.00
H 6.72259 -1.15406 -4.36585 0.01
H 6.72572 0.59894 -4.26306 0.01
H 5.20537 -1.05392 -6.16221 0.01
H 5.20934 0.69964 -6.06957 0.01
H 2.29628 -0.00302 -6.45524 0.00
H 0.36860 -0.10798 -4.97966 0.01
H 0.04011 -2.15786 -4.95751 0.00
H -1.12303 -4.12504 -5.80935 0.00
H -2.75276 -5.33502 -4.39498 0.00
H -3.20502 -4.52505 -2.09398 0.00
H -2.05749 -2.53230 -1.24279 0.00
H -2.96513 -0.52552 -3.04586 0.00
H -4.38024 1.27616 -3.96148 0.00
H -3.38772 3.47847 -4.49756 0.00
H -0.97255 3.85912 -4.13711 0.00
H 0.44736 2.04847 -3.26004 0.00
N 0.27221 7.04121 0.14259 0.00
C -0.10619 8.35095 -0.00957 0.00
C 0.52179 9.55202 0.29349 0.00
C -0.15517 10.71062 -0.03709 0.00
C -1.41840 10.66610 -0.64300 0.00
C -2.04480 9.47069 -0.93462 0.00
C -1.37856 8.28848 -0.61376 0.00
N -1.74298 6.97561 -0.80494 0.00
C -0.74805 6.25954 -0.35348 0.00
C -0.64688 4.80901 -0.39850 0.00
C -1.76413 3.99533 -0.57249 0.00
C -1.60685 2.62684 -0.58153 0.01
N -0.42809 2.01214 -0.45444 0.10
C 0.64864 2.78738 -0.33187 0.01
C 0.58673 4.16622 -0.28754 0.00
H 1.10392 6.71464 0.60006 0.00
H 1.49766 9.57922 0.76208 0.00
H 0.30083 11.66932 0.17127 0.00
H -1.90973 11.59876 -0.88862 0.00
H -3.02172 9.44750 -1.39853 0.00
H -2.74202 4.44269 -0.69269 0.00
H -2.45466 1.96010 -0.70894 0.00
H 1.60766 2.29712 -0.25666 0.00
H 1.51074 4.72153 -0.19407 0.00
C -5.49509 -1.66383 0.32375 0.00
C -4.86367 -0.27445 0.16971 0.00
C -5.39944 0.40522 -1.09670 0.00
C -5.18425 0.58664 1.40150 0.00
C -3.40112 -0.41530 0.07296 0.01
C -2.19350 -0.51666 0.03018 0.01
H -6.58343 -1.58284 0.38416 0.00
H -5.13000 -2.14463 1.23228 0.00
H -5.23923 -2.29738 -0.52727 0.00
H -6.47459 0.58316 -1.01141 0.00
H -5.21880 -0.22332 -1.97033 0.00
H -4.89963 1.36237 -1.25428 0.00
H -6.26315 0.72996 1.50483 0.00
H -4.71268 1.56658 1.30387 0.00
H -4.80285 0.11043 2.30653 0.00
C 1.90768 -4.09165 -1.94731 0.03
C 1.25601 -4.80587 -0.81011 0.17
C 1.47189 -6.15940 -0.66289 -0.01
C 0.88317 -6.89137 0.36046 0.17
C 0.04633 -6.24222 1.26360 -0.01
C -0.20837 -4.89531 1.17332 0.16
C -1.12074 -4.22901 2.15454 0.02
C 0.39333 -4.10665 0.11913 0.14
N 0.18327 -2.81360 0.08468 1.17
H 2.87521 -4.53621 -2.18451 0.00
H 2.05114 -3.04184 -1.72077 0.01
H 1.28676 -4.16166 -2.83951 0.01
H 2.12374 -6.65568 -1.37231 0.00
H 1.07325 -7.95256 0.45088 0.01
H -0.41602 -6.80714 2.06457 0.00
H -1.41967 -4.92224 2.93914 0.00
H -2.02146 -3.87622 1.64778 0.01
H -0.63644 -3.36291 2.60956 0.01